1.
Here is one molecule with the formula C7H7NO3 at a distorted geometry from the OMol25 dataset. Energies are from wB97M-V/def2-TZVPD.

Structure (XYZ):
```
18
Properties=species:S:1:pos:R:3:forces:R:3
O 0.801566 -1.220134 0.673170 1.036 1.758 1.089
O -2.878832 1.743551 2.463541 2.968 -0.316 0.256
O -1.000961 1.629478 3.656065 -1.444 0.033 -1.921
N -1.635271 1.576181 2.575802 -1.399 0.298 1.882
C -0.809915 1.266847 1.421624 -1.276 -0.696 -0.276
C 0.253052 0.030628 -1.478598 -0.598 0.503 2.392
C 0.947882 -1.073593 -0.822639 -1.541 -0.663 1.325
C -0.799381 0.802316 -1.058529 1.921 -0.078 -0.154
C 2.141146 -1.799427 -1.323501 -0.145 -1.035 -0.568
C -1.430414 1.016542 0.258044 0.222 -0.399 -0.342
C -0.003806 -1.901515 0.042408 -1.287 -1.550 -0.926
H -2.523182 1.076505 0.082427 0.681 0.329 1.070
H 0.773044 0.091422 -2.377859 -0.104 0.996 -2.122
H 0.203807 1.094929 1.766902 -0.041 0.284 -0.652
H 3.042189 -1.142050 -1.185676 -0.590 -0.735 -0.982
H 2.323935 -2.704757 -0.609484 -0.416 1.370 -1.736
H -1.180687 1.634456 -1.655241 0.230 -0.630 -0.733
H 1.775827 -2.121377 -2.428455 1.784 0.530 2.398
```
Positions in Å, forces in eV/Å.

Properties
Energy ... -551.11112 Eh
HOMO-LUMO gap ... 0.3014 Eh
Relative energy (zero: lowest compared OMol25 entry of this formula, charge and spin) ... 877.9 kJ/mol
HOMO ... -9.0 eV

Quick look at the Löwdin charges, all values in e: number 1, O, carries 0.055; number 2, O, carries 0.035; number 3, O, carries 0.041; number 4, N, carries -0.361; number 5, C, carries -0.008; number 6, C, carries -0.026; number 7, C, carries -0.481; number 8, C, carries -0.061; number 9, C, carries -0.044; number 10, C, carries -0.048; number 11, C, carries 0.072; number 12, H, carries 0.135; number 13, H, carries 0.093; number 14, H, carries 0.129; number 15, H, carries 0.095; number 16, H, carries 0.115; number 17, H, carries 0.112; number 18, H, carries 0.147

=====

2.
Here is C18H41N2P3PtSSe as an isolated structure at a distorted geometry from the OMol25 dataset. Energies are from wB97M-V/def2-TZVPD.

Structure (XYZ):
```
67
Properties=species:S:1:pos:R:3:forces:R:3
Pt -0.332136 -0.197680 0.940745 0.877 -0.153 0.076
Se -1.541480 0.911876 -1.164203 0.087 0.131 -1.510
S -1.373380 -2.298498 0.062350 0.112 0.453 -0.371
P 1.000561 1.720184 0.895425 0.746 1.368 0.183
P -1.818104 0.587808 2.696855 -0.566 0.152 0.134
P 1.063665 -1.511416 2.277264 0.990 -0.616 1.165
N -3.806108 -1.218831 0.057723 0.969 -0.489 -0.458
N -3.518997 -3.066104 1.414550 0.633 0.279 -0.985
C -0.550161 0.716029 -2.780940 -0.517 -0.047 0.115
C 0.497766 -3.248860 2.415653 0.145 0.035 -0.047
C -2.616374 -0.695023 3.730111 0.071 0.016 -0.019
C 1.016745 -0.356601 -4.288998 -0.250 -0.283 0.583
C -0.805464 1.699784 -3.762462 -0.004 0.064 -0.199
C 2.540794 -0.600965 -7.903187 -2.916 2.488 -1.040
C 2.213140 1.702905 -0.475721 -0.006 0.047 0.145
C 3.551619 -1.453784 -7.664083 3.094 -2.542 0.522
C 2.803768 -1.612888 1.716247 -0.352 -0.116 -0.087
C 1.209594 -1.006050 4.032269 -0.044 -0.044 -0.277
C -3.247682 1.480961 1.998627 0.039 0.002 0.026
C 0.059947 3.263348 0.623724 0.095 0.041 -0.068
C 0.327460 -0.344969 -3.070678 0.370 -0.011 -0.165
C -1.169086 1.770069 3.943804 0.095 -0.153 -0.106
C -0.176118 1.626743 -5.001217 -0.086 0.179 -0.011
C 2.027969 2.076328 2.371698 -0.108 -0.038 -0.060
C -3.004711 -2.179800 0.537036 -2.260 -0.471 0.592
C 0.748198 0.606261 -5.260448 -0.276 0.200 0.350
H -3.827436 0.803850 1.354139 0.160 0.350 0.316
H -0.412146 2.370077 -5.764934 0.100 -0.206 0.256
H -3.126325 -0.185432 4.561314 0.083 -0.236 -0.214
H 1.755919 -1.133887 -4.484804 -0.321 0.076 0.129
H 2.697307 0.484760 -7.902557 0.022 -0.371 -0.076
H -3.874471 1.837666 2.827683 0.050 -0.056 -0.289
H 2.910093 2.539555 -0.343183 -0.150 -0.101 -0.116
H -4.812864 -1.298415 0.148074 0.007 0.107 -0.038
H 4.560869 -1.093633 -7.435184 -0.282 -0.110 -0.027
H 1.931220 -1.686850 4.496965 -0.101 0.092 0.046
H 1.251091 0.548359 -6.228908 -0.258 0.217 0.396
H 0.399928 -3.710336 1.425845 0.208 0.033 0.244
H -0.773057 2.680432 3.476724 -0.151 -0.242 0.115
H -2.001504 2.053665 4.603913 0.191 -0.078 -0.191
H -2.917071 -3.830583 1.702863 -0.346 -0.017 0.044
H 1.536814 -0.963572 -8.155638 0.317 0.100 0.095
H -1.874030 -1.389076 4.139767 -0.179 0.149 -0.008
H 1.583758 0.018172 4.130663 -0.088 -0.251 -0.023
H 3.409367 -2.538545 -7.725032 0.049 0.300 0.005
H 1.698176 1.799127 -1.440659 0.118 -0.001 0.255
H 0.817484 -0.426307 -0.184256 -0.550 -0.476 0.456
H 0.444209 -1.146553 -2.345598 0.220 0.146 -0.168
H -2.914327 2.342958 1.406571 -0.116 -0.146 0.150
H 3.347484 -2.257270 2.412990 0.013 0.070 -0.063
H -4.525539 -3.242194 1.420785 0.332 0.065 0.229
H -3.423605 -0.634277 -0.691675 -0.628 -0.326 0.387
H 1.421926 2.215924 3.275852 0.150 -0.062 -0.314
H 2.836584 -2.062578 0.718240 0.034 0.077 0.145
H 0.760940 4.110808 0.655001 -0.229 -0.167 -0.045
H -0.384699 1.311100 4.558874 -0.216 0.107 -0.156
H 0.248035 -1.103542 4.549443 0.254 0.030 -0.093
H -3.349096 -1.277566 3.154021 0.238 0.300 0.208
H 2.782394 0.765623 -0.471834 -0.107 0.209 0.043
H -1.513375 2.497281 -3.540050 0.169 -0.109 -0.203
H -0.478737 -3.279716 2.914612 0.206 0.055 -0.011
H -0.417753 3.234430 -0.368045 0.191 0.149 0.332
H 1.224074 -3.812998 3.013344 -0.166 0.032 -0.095
H -0.718475 3.416370 1.382621 0.251 -0.053 -0.190
H 2.772180 1.290813 2.552005 -0.197 0.213 -0.083
H 2.561533 3.014177 2.171477 -0.054 -0.163 0.043
H 3.291698 -0.632641 1.686431 -0.165 -0.199 0.025
```
Positions in Å, forces in eV/Å.

Properties
Spin multiplicity ... 5
<S²> ... 6.030
Total charge ... +4
Energy ... -4761.42168 Eh
HOMO-LUMO gap (spin up / spin down) ... 0.2179 / 0.1624 Eh
Relative energy (zero: lowest compared OMol25 entry of this formula, charge and spin) ... 0.0 kJ/mol
HOMO (spin up / spin down) ... -17.0 / -19.8 eV

Quick look at the Löwdin charges, all values in e: number 1, Pt, carries 0.340; number 2, Se, carries 0.937; number 3, S, carries 0.826; number 4, P, carries 0.623; number 5, P, carries 0.665; number 6, P, carries 0.646; number 7, N, carries 0.134; number 8, N, carries 0.163; number 9, C, carries -0.561; number 10, C, carries -0.260; number 11, C, carries -0.222; number 12, C, carries -0.040; number 13, C, carries -0.085; number 14, C, carries 0.198; number 15, C, carries -0.227; number 16, C, carries 0.251; number 17, C, carries -0.220; number 18, C, carries -0.215; number 19, C, carries -0.249; number 20, C, carries -0.243; number 21, C, carries -0.100; number 22, C, carries -0.219; number 23, C, carries -0.012; number 24, C, carries -0.210; number 25, C, carries -0.800; number 26, C, carries -0.025; number 27, H, carries 0.024; number 28, H, carries 0.138; number 29, H, carries 0.081; number 30, H, carries 0.117; number 31, H, carries 0.127; number 32, H, carries 0.081; number 33, H, carries 0.077; number 34, H, carries 0.158; number 35, H, carries 0.136; number 36, H, carries 0.080; number 37, H, carries 0.078; number 38, H, carries 0.022; number 39, H, carries 0.041; number 40, H, carries 0.081; number 41, H, carries 0.131; number 42, H, carries 0.133; number 43, H, carries 0.036; number 44, H, carries 0.037; number 45, H, carries 0.135; number 46, H, carries 0.043; number 47, H, carries -0.060; number 48, H, carries 0.084; number 49, H, carries 0.043; number 50, H, carries 0.075; number 51, H, carries 0.162; number 52, H, carries 0.027; number 53, H, carries 0.039; number 54, H, carries 0.061; number 55, H, carries 0.083; number 56, H, carries 0.047; number 57, H, carries 0.042; number 58, H, carries 0.033; number 59, H, carries 0.049; number 60, H, carries 0.118; number 61, H, carries 0.044; number 62, H, carries 0.016; number 63, H, carries 0.080; number 64, H, carries 0.041; number 65, H, carries 0.044; number 66, H, carries 0.080; number 67, H, carries 0.040

=====

What is the formula in the first record? C7H7NO3